Here is a molecular structure, C29H39CrN4O5 from the Open Molecules 2025 dataset. Energies are from ωB97M-V/def2-TZVPD.

Calculated values
Relative energy (zero: lowest compared OMol25 entry of this formula, charge and spin) (kcal per mole): 18.91
HOMO (spin up / spin down) (eV): -7.105 / -7.319
Multiplicity: 4
Frontier orbital gap (spin up / spin down) (eV): 6.84 / 7.71
Total energy (Eh): -2768.2781

```
78
Properties=species:S:1:pos:R:3:mulliken_spin:R:1
Cr 0.8139 0.4451 -0.3640 2.92
O 2.6353 -0.2343 0.5228 -0.01
C 3.8162 0.3597 -0.0202 0.00
C 3.5928 0.5841 -1.4972 0.00
N 2.3324 1.3286 -1.6905 0.00
C 2.4698 2.7268 -1.2333 0.04
C 2.0733 2.8826 0.2412 0.00
O 2.5098 3.8084 0.8861 0.01
O 1.2216 1.9924 0.6614 -0.03
C 1.8272 1.2179 -3.0808 0.03
C 0.4141 0.6178 -3.1553 0.01
O -0.1816 0.6666 -4.2039 0.00
O -0.0160 0.0544 -2.0556 -0.01
H 2.6097 -1.1898 0.3054 0.00
H 4.6839 -0.2756 0.1560 0.00
H 3.9671 1.2955 0.5136 0.00
H 3.4945 -0.3836 -1.9947 0.00
H 4.4361 1.1203 -1.9430 0.00
H 1.7730 3.3374 -1.8013 0.00
H 3.4775 3.1128 -1.3963 0.00
H 2.4767 0.5638 -3.6643 0.00
H 1.8176 2.1857 -3.5785 0.00
C 1.2780 -5.6789 2.0899 0.00
C 1.3087 -4.6055 1.0325 -0.01
C 2.0334 -4.7938 -0.1422 0.02
C 2.0630 -3.7931 -1.1078 0.01
C 2.8317 -3.9819 -2.3906 0.00
C 1.3717 -2.6105 -0.8839 0.02
C 0.6304 -2.3774 0.3022 0.00
C 0.6246 -3.4176 1.2485 0.00
N 0.0420 -1.1532 0.4683 0.07
C -0.9191 -0.7911 1.5181 -0.10
C -0.2192 -0.3301 2.8108 0.05
C -1.2401 0.2335 3.8035 0.00
C -1.9433 1.4364 3.1698 0.01
C -2.6992 0.9867 1.9158 0.00
C -3.7230 -0.0884 2.2743 0.00
C -2.9914 -1.2906 2.8699 0.00
C -2.2704 -0.8494 4.1484 0.00
C -1.9579 -1.8647 1.8831 0.00
C -1.7231 0.3757 0.9103 0.11
H 1.7383 -6.5983 1.7304 0.00
H 0.2532 -5.9033 2.3894 0.00
H 1.8180 -5.3590 2.9833 0.00
H 2.5615 -5.7256 -0.3085 0.00
H 2.9498 -5.0395 -2.6247 0.00
H 3.8337 -3.5514 -2.3145 0.00
H 2.3246 -3.5000 -3.2266 0.00
H 1.3010 -1.8768 -1.6816 -0.02
H 0.0987 -3.2998 2.1874 0.01
H 0.5299 0.4266 2.5734 -0.01
H 0.3076 -1.1814 3.2531 0.00
H -0.7203 0.5537 4.7105 0.00
H -1.2070 2.2020 2.9085 0.00
H -2.6427 1.8810 3.8843 0.00
H -3.1989 1.8432 1.4543 0.00
H -4.2755 -0.3901 1.3785 0.00
H -4.4507 0.3010 2.9932 0.00
H -3.7130 -2.0774 3.1066 0.00
H -1.7734 -1.7054 4.6160 0.00
H -2.9964 -0.4602 4.8693 0.00
H -2.4346 -2.2429 0.9738 0.00
H -1.4873 -2.7152 2.3802 0.00
H -1.0779 1.1799 0.5188 -0.15
H -2.2690 -0.0157 0.0470 0.03
N -3.6926 4.9696 -4.0046 0.00
C -2.7898 4.3121 -3.2077 0.00
C -1.5866 4.9078 -2.8221 0.00
C -0.7010 4.1840 -2.0516 0.01
N -0.8986 2.9288 -1.6384 0.00
C -2.0535 2.3692 -2.0180 0.01
C -3.0138 3.0037 -2.7773 0.00
H -3.6047 5.9637 -4.1125 0.00
H -4.6208 4.5951 -4.0829 0.00
H -1.3481 5.9215 -3.1194 0.00
H 0.2181 4.6606 -1.7220 0.00
H -2.2009 1.3384 -1.7201 0.00
H -3.9192 2.4778 -3.0539 0.00
```